# 1
{"formula": "C3H4INO2S", "method": "the ωB97M-V functional and the def2-TZVPD basis", "symbols": ["C", "C", "C", "N", "O", "O", "S", "I", "H", "H", "H", "H"], "xyz": [[-2.7140, 1.8559, -1.3786], [-1.7328, 1.3692, -0.8407], [-0.5240, 0.9714, -0.2095], [2.0016, -1.8538, 0.3430], [-0.2978, -0.2146, -0.0537], [4.2974, -1.8484, -0.5173], [3.0315, -1.3019, -0.8735], [3.2637, 1.0792, -0.0137], [-3.6970, 1.9975, -1.7166], [0.1279, 1.7300, 0.1665], [2.3927, -1.6948, 1.2733], [1.0368, -1.5547, 0.3979]], "molar_mass_da": 245.041, "homo_lumo_gap_ev": 8.770, "homo_ev": -9.4321, "e_above_lowest_kcal_mol": 0.0, "e_lumo_ev": -0.7, "charge": 0}

***

# 2
{"formula": "C26H38Ge2N4O4PtSe", "method": "the ωB97M-V functional and the def2-TZVPD basis", "symbols": ["Pt", "C", "C", "Ge", "C", "C", "C", "C", "Ge", "C", "C", "C", "C", "C", "C", "C", "C", "C", "C", "H", "H", "H", "H", "H", "H", "H", "H", "H", "H", "H", "H", "H", "H", "H", "H", "H", "H", "H", "H", "H", "H", "H", "H", "H", "H", "O", "C", "O", "C", "O", "O", "C", "N", "C", "Se", "N", "C", "C", "C", "C", "C", "C", "H", "H", "H", "H", "H", "H", "H", "H", "N", "N", "H", "H", "H", "H"], "xyz": [[2.3514, -1.4423, 0.2695], [1.9940, 2.3055, 3.1972], [2.4314, 0.8518, 2.9953], [1.1512, -0.2781, 1.9688], [0.0623, -1.2542, 3.2678], [-0.4661, -0.3123, 4.3534], [-0.1929, 0.8440, 1.0423], [-0.2025, 1.6690, -0.0107], [1.3347, 2.2313, -1.0390], [1.0333, 0.1641, -2.9780], [0.6915, 0.4046, -4.4281], [1.8456, 4.0787, -1.2673], [0.8295, 4.9307, -2.0362], [-1.4143, 2.4087, -0.4586], [-2.3282, 2.9159, 0.4654], [-3.4475, 3.6078, 0.0322], [-3.6656, 3.8098, -1.3251], [-2.7556, 3.3242, -2.2521], [-1.6338, 2.6336, -1.8179], [2.7042, 2.8503, 3.8191], [1.0193, 2.3574, 3.6827], [1.8884, 2.8601, 2.2572], [2.4969, 0.3506, 3.9636], [3.4529, 0.7795, 2.6048], [0.6591, -2.0567, 3.7032], [-0.7733, -1.7200, 2.7389], [0.3426, 0.1228, 4.9418], [-1.1150, -0.8470, 5.0470], [-1.0516, 0.5095, 3.9347], [-1.1733, 0.7235, 1.5136], [0.1348, 0.0132, -2.3775], [1.6579, -0.7280, -2.8673], [0.0532, 1.2817, -4.5415], [0.1635, -0.4580, -4.8365], [1.5963, 0.5622, -5.0135], [2.8058, 4.0626, -1.7910], [2.0207, 4.4936, -0.2704], [0.6381, 4.5251, -3.0296], [1.2207, 5.9392, -2.1600], [-0.1200, 4.9992, -1.5074], [-2.1478, 2.7890, 1.5257], [-4.1468, 4.0039, 0.7563], [-4.5377, 4.3560, -1.6576], [-2.9177, 3.4840, -3.3096], [-0.9346, 2.2545, -2.5594], [3.8985, -4.7009, -2.0674], [3.8166, -3.5720, -1.8856], [3.7404, -2.4201, -1.6783], [4.5939, -3.1966, -4.8886], [4.8807, -3.5031, -5.9279], [1.7791, 1.2858, -2.4628], [-1.0607, -2.2038, -0.8589], [-1.2430, -3.0924, 0.2698], [-0.2958, -3.6784, 1.0094], [1.5864, -3.5758, 0.9854], [-0.8979, -4.4944, 1.8869], [-2.2784, -4.4441, 1.7243], [-3.3224, -5.0903, 2.3715], [-4.5959, -4.7852, 1.9321], [-4.8197, -3.8752, 0.8886], [-3.7771, -3.2344, 0.2469], [-2.4987, -3.5420, 0.6934], [0.0039, -2.0609, -1.0182], [-1.5281, -1.2420, -0.6469], [-1.5153, -2.6487, -1.7436], [-0.3932, -5.0264, 2.5789], [-3.1518, -5.7967, 3.1721], [-5.4441, -5.2632, 2.4019], [-5.8353, -3.6746, 0.5770], [-3.9530, -2.5387, -0.5619], [3.0344, 1.5718, -0.0233], [3.4026, 0.2583, -0.4935], [3.7834, 2.2444, -0.1991], [2.8924, 1.5145, 0.9884], [4.3926, 0.1013, -0.3091], [3.2502, 0.2827, -1.5077]], "molar_mass_da": 889.872, "homo_lumo_gap_ev": 7.846, "homo_ev": -13.4736, "e_above_lowest_kcal_mol": 0.0, "e_lumo_ev": -5.6, "charge": 2}

***

# 3
{"formula": "C32H52N9O7", "method": "the ωB97M-V functional and the def2-TZVPD basis", "symbols": ["C", "C", "C", "C", "C", "C", "N", "O", "C", "C", "C", "H", "H", "H", "H", "H", "H", "H", "H", "H", "H", "H", "H", "H", "H", "H", "H", "H", "H", "N", "C", "C", "C", "C", "H", "H", "H", "H", "H", "N", "C", "C", "C", "C", "H", "H", "H", "H", "H", "N", "C", "C", "C", "C", "H", "H", "H", "H", "H", "N", "C", "C", "C", "C", "H", "H", "H", "H", "H", "N", "C", "C", "C", "C", "H", "H", "H", "H", "H", "C", "N", "O", "O", "H", "H", "H", "C", "N", "O", "O", "H", "H", "H", "C", "N", "O", "O", "H", "H", "H"], "xyz": [[1.0279, 2.8638, -0.4690], [0.2739, 1.8658, 0.3280], [-0.9431, 1.4738, -0.4870], [-0.5921, 0.3858, -1.4720], [-0.0171, -0.8092, -0.6880], [1.2939, -0.5222, 0.1160], [1.2159, 0.7718, 0.8960], [2.0749, 1.1008, 1.6240], [2.5219, -0.4272, -0.7750], [1.5759, -1.6772, 1.1040], [-0.3001, 2.5438, 1.6330], [1.4779, 2.2928, -1.4300], [1.9269, 3.3448, 0.2300], [0.3669, 3.7458, -0.6940], [-1.5011, 2.3288, -0.8820], [-1.7181, 1.0148, 0.1160], [-0.0301, 0.9168, -2.1550], [-1.5191, -0.0902, -2.0010], [0.2379, -1.6092, -1.5000], [-0.6861, -1.2482, 0.1300], [2.4869, 0.4878, -1.3980], [2.4889, -1.1842, -1.7840], [3.4869, -0.3602, -0.4780], [0.9639, -1.7732, 2.1090], [2.4619, -1.6182, 1.8070], [1.6089, -2.5362, 0.6870], [-1.1591, 3.1638, 1.5290], [0.6559, 2.8398, 2.1680], [-0.6581, 1.8398, 2.0450], [-4.4101, 0.3578, 4.6020], [-4.0561, 1.5078, 5.2570], [-3.6941, 2.5458, 4.3640], [-3.6311, 1.8828, 2.8570], [-4.1171, 0.4248, 3.2230], [-4.7261, -0.6392, 5.0610], [-4.2611, 1.5928, 6.3150], [-3.5951, 3.6028, 4.4000], [-3.6881, 2.3538, 1.8350], [-4.3411, -0.5732, 2.6170], [7.8269, -2.3442, 0.6190], [7.8709, -3.5012, 1.4500], [6.5029, -4.2342, 1.0890], [5.7269, -3.3542, 0.2020], [6.6549, -2.1062, 0.0770], [8.6179, -1.6192, 0.6500], [8.5159, -3.8262, 2.0390], [6.1709, -5.2372, 1.5280], [4.7839, -3.4562, -0.2510], [6.4019, -0.9372, -0.3840], [-2.9961, 1.3788, -6.1410], [-2.8541, 0.3648, -5.2730], [-4.2311, -0.3912, -5.3900], [-4.8941, 0.0818, -6.6860], [-4.0321, 1.2458, -7.1090], [-2.1461, 1.9268, -6.3890], [-1.9341, 0.4598, -4.6890], [-4.7081, -1.0442, -4.5490], [-5.6401, -0.2742, -7.2040], [-4.1071, 2.0128, -7.9910], [-0.9961, -4.6292, 4.3160], [0.0789, -4.8902, 3.5040], [-0.4441, -5.2022, 2.1050], [-1.8141, -5.1802, 2.2230], [-2.1841, -4.9372, 3.6960], [-1.0351, -4.1742, 5.3410], [1.1309, -5.0282, 3.7800], [0.1719, -5.0742, 1.2320], [-2.3141, -5.5642, 1.2470], [-3.1821, -5.0162, 4.1080], [-0.8831, 1.0158, 4.7140], [0.0879, 1.8898, 5.1210], [1.3349, 1.0338, 5.0850], [1.0279, -0.3422, 4.6880], [-0.4451, -0.2962, 4.4580], [-1.9501, 1.2258, 4.5840], [-0.1481, 2.7958, 5.6230], [2.3749, 1.3398, 5.3430], [1.8069, -1.1442, 4.6910], [-1.0881, -1.0162, 4.1370], [2.4909, -0.7612, -6.0330], [2.2389, -0.6432, -4.5640], [1.7899, -1.6352, -4.1290], [2.3839, 0.4328, -4.0360], [3.3089, -0.2702, -6.4930], [1.5969, -0.5952, -6.5090], [2.6559, -1.7512, -6.5390], [3.2919, 6.0188, -3.8610], [2.6619, 5.7508, -2.5380], [3.3969, 5.6338, -1.5290], [1.4669, 5.5608, -2.5400], [3.4569, 7.1128, -3.7670], [2.4599, 6.1438, -4.5710], [4.0559, 5.5318, -3.8250], [-6.0721, -0.4952, -0.7890], [-4.9231, 0.4898, -0.8360], [-5.0861, 1.3608, -0.0010], [-4.0631, 0.2738, -1.5720], [-5.9721, -0.9612, 0.2090], [-5.7711, -1.3432, -1.4450], [-6.9351, 0.0138, -1.0680]], "molar_mass_da": 674.824, "homo_lumo_gap_ev": 4.372, "homo_ev": -9.3216, "e_above_lowest_kcal_mol": 56.3, "e_lumo_ev": -4.9, "charge": 1}

***

# 4
{"formula": "C2H12NO3", "method": "the ωB97M-V functional and the def2-TZVPD basis", "symbols": ["C", "C", "N", "H", "H", "H", "H", "H", "H", "H", "H", "O", "H", "H", "O", "H", "H", "O"], "xyz": [[1.2339, 0.4141, 0.9622], [2.1957, 0.6539, 0.0220], [0.2842, -0.8085, 0.9160], [1.0084, 1.1693, 1.7171], [3.2297, 1.2033, 0.2779], [2.1806, 0.3458, -1.0228], [-0.5124, -0.8621, 1.5700], [0.0803, -1.0386, -0.0630], [0.8632, -1.4796, 1.3350], [0.1760, -1.1527, -3.7401], [1.0939, 0.0801, -3.7580], [0.8445, -0.7267, -3.2192], [-0.8002, 1.2205, -1.1996], [-2.1826, 0.7715, -0.9094], [-1.3060, 0.6178, -0.5591], [-2.7171, 0.6535, 2.8406], [-3.1943, -0.8295, 2.5568], [-2.4779, -0.2322, 2.2737]], "molar_mass_da": 98.122, "homo_lumo_gap_ev": [7.311, 4.012], "s2": 0.754, "homo_ev": [-18.3693, -18.3509], "e_above_lowest_kcal_mol": 46.0, "e_lumo_ev": [-11.1, -14.3], "spin_multiplicity": 2, "charge": 2}